This record from the Open Molecules 2025 dataset describes a 7-piece molecular cluster, C8H31O7 overall at a distorted geometry. The level of theory is ωB97M-V/def2-TZVPD.

Its total charge is +1. The total energy comes out at -849.5782 Ha. The value obtained for the HOMO energy is -13.0 eV. The LUMO energy comes out at -2.423 eV. As for the gap between HOMO and LUMO: 10.6 eV. The value obtained for the energy relative to the best compared isomer or geometry (same formula, charge and spin) is 472.5 kJ/mol.

Structure (XYZ):
```
46
Properties=species:S:1:pos:R:3:forces:R:3:lowdin_charge:R:1
O -0.398932 0.628287 -0.062964 -0.08 -1.40 0.28 0.23
H 0.460975 0.260735 0.251972 0.97 0.39 -0.61 0.10
H -0.594696 1.380713 0.522481 -0.78 0.98 0.27 0.08
H -1.022033 -0.088336 0.203679 -0.80 0.07 -0.28 0.12
C 2.264962 0.346514 2.304191 2.18 3.55 -0.98 -0.10
O 1.991766 0.973201 0.997460 4.32 1.35 -0.75 -0.23
H 1.576521 0.597493 3.096231 -0.46 -0.08 -0.14 0.08
H 3.263451 0.826226 2.496250 -0.92 -1.08 1.06 0.11
H 2.384052 -0.628545 2.028755 0.22 -2.96 0.40 0.04
H 3.076195 1.218176 0.704103 -5.41 -1.00 0.60 0.23
C -0.496809 2.992205 2.355213 -0.54 2.83 -2.05 -0.10
O -1.562735 2.444827 1.596798 0.10 -0.80 -0.49 -0.14
H -0.901984 3.398314 3.329092 1.07 0.00 -1.24 0.12
H 0.012052 3.654102 1.521934 -0.63 -0.20 2.53 0.12
H 0.174951 2.225880 2.468421 1.73 -1.80 1.06 0.01
H -2.352205 2.740790 2.004325 -1.38 0.10 0.12 0.08
C 1.686459 3.295221 -1.687617 -1.63 -0.17 -3.27 -0.14
O 0.416497 3.219022 -1.078151 -0.83 0.61 1.06 -0.15
H 1.843387 4.277483 -2.271008 -0.31 -1.75 0.54 0.12
H 1.650780 2.339367 -2.313325 0.98 1.58 0.14 0.10
H 2.457338 3.236195 -1.000627 1.43 -0.17 1.67 0.03
H -0.165772 3.935478 -1.354792 0.31 -0.09 -0.02 0.09
C -0.894349 -1.720459 2.747586 2.66 -2.80 -1.94 -0.18
O -1.539734 -0.486469 2.620828 2.40 -0.21 -0.58 -0.07
H -1.073766 -2.453796 3.529980 0.13 1.44 2.01 0.08
H 0.219345 -1.622831 2.538783 -1.42 -0.02 0.61 0.09
H -1.231065 -2.548850 2.081553 -0.07 1.20 -1.44 0.08
H -2.322874 -0.736059 3.007933 -3.54 0.32 1.34 0.04
C -3.611593 -0.827477 -1.329063 -1.41 -1.68 -0.61 -0.16
O -3.077373 -0.858513 0.010469 -0.39 0.11 1.28 -0.22
H -4.661518 -0.434622 -1.122720 0.95 -1.06 -1.33 0.09
H -3.513438 -1.996623 -1.857468 -0.66 3.53 1.54 0.15
H -3.141115 -0.081250 -2.049172 -0.03 -0.96 1.38 0.08
H -3.813763 -0.911745 0.726176 1.87 0.15 -2.38 0.13
C -0.176049 -2.792043 -2.608520 2.49 -0.95 0.55 -0.02
C 1.115944 -2.526814 -1.848457 -0.52 0.70 -0.02 -0.43
C 2.157835 -1.882556 -2.711755 -1.54 -2.98 -3.64 -0.04
O 0.917563 -1.702618 -0.700712 -1.08 1.53 -0.68 -0.04
H -0.693638 -2.030224 -3.028865 -0.93 3.49 -0.94 0.04
H -0.956055 -3.287943 -2.117540 -0.55 -1.64 0.94 0.07
H 0.253727 -3.235638 -3.469564 -0.43 -1.52 -0.96 0.08
H 1.528088 -3.465493 -1.458446 -0.20 -0.11 -0.42 0.15
H 2.399087 -2.619739 -3.585895 -0.97 1.31 0.91 0.13
H 3.082264 -1.911915 -2.352417 3.83 0.19 2.60 0.02
H 2.028719 -0.919153 -3.121503 -0.91 1.08 -0.34 0.07
H 1.239537 -2.220518 -0.013633 0.76 -1.06 2.20 0.05
```
Forces are in eV/Å.



This record from the Open Molecules 2025 dataset describes an isolated ion of composition C4H6N3O and charge +1 at a distorted geometry. The level of theory is ωB97M-V/def2-TZVPD.

Its total charge is +1. Its spin multiplicity is 3. The total energy comes out at -395.1034 Ha. The value obtained for the HOMO energy (spin up / spin down) is -12.0 / -14.9 eV. The LUMO energy (spin up / spin down) comes out at -3.626 / -6.637 eV. As for the gap between HOMO and LUMO (spin up / spin down): 8.3 / 8.3 eV. The value obtained for the energy relative to the best compared isomer or geometry (same formula, charge and spin) is 0.0 kJ/mol.

Structure (XYZ):
```
14
Properties=species:S:1:pos:R:3:forces:R:3:lowdin_spin:R:1
C 0.608716 0.537604 1.268816 0.82 -0.16 -2.03 0.18
C -0.489840 -0.080176 0.738912 0.74 -0.24 -1.43 0.22
C 1.817584 0.871143 0.766491 2.65 1.22 -1.04 0.13
C -0.660093 -0.403724 -0.597320 -2.12 -0.61 -0.85 0.18
N 2.861081 1.354353 0.488138 -1.51 -0.52 0.49 0.19
N 0.088125 0.232085 -1.569243 1.09 0.85 1.66 0.30
N -1.643238 -1.126079 -1.200227 1.26 -1.73 0.58 0.18
O -0.067647 0.032167 -2.772699 -0.04 -0.52 -2.23 0.58
H 0.743486 0.710211 2.260079 -0.54 0.43 3.24 0.01
H -1.246109 -0.318099 1.379782 -1.88 -0.78 1.61 0.01
H 0.653852 1.013146 -1.283111 0.33 0.47 -0.02 0.00
H 3.847296 1.583566 0.484782 -0.34 -0.35 -0.18 0.01
H -2.071080 -1.991269 -0.792268 0.48 1.56 0.14 0.01
H -1.274335 -1.347847 -2.141010 -0.93 0.37 0.06 0.01
```
Forces are in eV/Å.



Q: What is the total charge in the second record?
A: +1